[1]
DFT (ωB97M-V with the def2-TZVPD basis set) results for a molecular structure, C12H56CrN20O17 at a distorted geometry.

Summary:
Charge: 0
Highest occupied orbital energy (alpha / beta) (eV): -6.78 / -7.47
Gap between HOMO and LUMO (alpha / beta) (eV): 6.49 / 7.18
Multiplicity: 5
F_max (eV Å⁻¹): 8.92

CARTESIAN COORDINATES (ANGSTROEM)
Cr 20.08765 -22.97234 33.32466
C 19.11141 -21.31566 36.06352
O 18.88777 -21.79116 34.77954
H 18.19789 -20.97057 36.54777
H 19.75507 -21.95144 36.67145
H 19.61453 -20.35749 35.93366
C 22.93108 -24.21901 34.91346
O 21.97397 -23.30174 34.37078
H 23.86694 -23.82596 35.31068
H 22.37116 -24.89713 35.55747
H 23.19752 -24.87193 34.08231
C 17.88997 -17.97593 33.50220
O 18.47566 -17.44122 34.42177
N 17.42222 -19.13270 33.53731
N 17.43167 -17.32681 32.44248
H 16.70978 -19.34752 32.85440
H 17.90400 -19.80625 34.11552
H 17.39923 -17.72328 31.51412
H 17.63062 -16.35148 32.27143
C 21.32795 -24.05540 30.56349
O 20.99116 -23.97816 31.71380
N 22.16367 -23.27483 29.89753
N 20.94467 -25.05272 29.77363
H 22.31190 -22.47506 30.49628
H 21.96804 -23.22237 28.90805
H 20.25599 -25.68540 30.15512
H 21.18053 -25.12835 28.79447
C 15.14092 -22.99941 35.07268
O 14.04403 -23.37834 35.41922
N 16.10589 -23.80023 34.84407
N 15.51590 -21.75409 34.99536
H 15.95465 -24.79415 34.94076
H 17.06339 -23.52467 34.67866
H 14.91358 -21.03744 35.37449
H 16.48671 -21.51200 34.85745
C 21.67387 -24.17770 38.66877
O 20.65900 -24.92451 38.58437
N 21.71203 -22.92207 38.39427
N 22.81728 -24.70812 39.02742
H 22.66429 -22.58752 38.43115
H 21.05147 -22.37122 37.86481
H 22.75378 -25.70299 39.18962
H 23.59241 -24.06362 39.08985
C 17.88286 -20.09481 28.91067
O 18.06473 -19.87763 30.09157
N 18.02516 -19.10959 28.06287
N 17.53073 -21.16082 28.28204
H 17.89171 -19.23298 27.06936
H 18.29573 -18.18060 28.35247
H 17.03818 -21.00755 27.41371
H 17.27479 -21.90229 28.91829
C 23.76852 -20.46631 32.03876
O 24.20842 -20.22039 30.92068
N 23.51677 -21.67337 32.39619
N 23.30092 -19.68338 32.88012
H 23.33203 -21.79883 33.38120
H 23.88256 -22.41989 31.82260
H 22.96252 -18.87649 32.37561
H 22.92405 -19.91703 33.78757
C 21.27364 -27.60584 32.07351
O 20.43213 -27.30032 31.22852
N 22.08916 -26.77787 32.57844
N 21.33206 -28.71610 32.61875
H 22.04121 -25.86233 32.15467
H 22.69843 -26.93695 33.36811
H 20.94256 -29.58579 32.28403
H 22.03250 -28.72453 33.34636
C 17.40028 -24.89221 38.01252
O 17.90285 -25.17132 36.91332
N 17.40858 -25.75641 38.99053
N 16.62632 -23.84925 38.16719
H 17.20938 -25.41763 39.92093
H 18.16504 -26.41415 38.86702
H 16.34429 -23.52504 39.08122
H 16.45891 -23.34251 37.30970
C 22.63862 -17.12709 34.95231
O 23.73736 -16.96948 35.48592
N 22.03204 -16.24965 34.19279
N 21.97714 -18.24516 35.05826
H 21.18563 -16.47479 33.68980
H 22.58334 -15.44179 33.94071
H 21.04500 -18.38668 34.69604
H 22.45821 -18.86443 35.69479
C 17.33978 -23.49094 31.65428
O 18.45641 -23.27678 31.97589
N 16.63246 -24.56179 31.37865
N 16.59429 -22.43375 31.50587
H 16.92192 -25.42911 31.80767
H 15.73225 -24.42732 30.94088
H 17.19337 -21.62067 31.51650
H 15.62471 -22.47210 31.22561
O 17.40765 -26.88989 34.47060
H 17.09727 -27.79086 34.56092
H 17.97548 -26.75449 35.22919
O 20.75216 -26.65102 36.27512
H 20.96576 -26.16500 37.07161
H 20.18315 -26.06185 35.77981
O 23.52042 -20.87411 36.14137
H 22.99679 -21.59086 35.78316
H 24.39880 -21.01972 35.78999
O 19.12709 -24.77522 34.32225
H 18.59816 -25.44362 33.88670
H 18.78334 -24.74123 35.21495
O 20.40756 -20.95953 32.34212
H 20.76652 -20.68968 31.49680
H 19.74420 -20.29934 32.54293

***

[2]
DFT (ωB97M-V with the def2-TZVPD basis set) results for a molecular structure, C12H6F9N2O4PtS8.

Summary:
Charge: -1
Highest occupied orbital energy (eV): -5.49
Gap between HOMO and LUMO (eV): 7.55
F_max (eV Å⁻¹): 0.20

CARTESIAN COORDINATES (ANGSTROEM)
Pt 0.07129 0.97179 0.78886
F -0.32387 -4.19100 1.98005
C 0.71219 -3.72022 2.69314
F 1.81415 -3.88362 1.94520
F 0.84565 -4.53221 3.76538
C 0.51188 -2.29378 3.10907
C 0.44161 -1.94330 4.44315
C 0.24881 -0.61751 4.81559
C 0.13447 0.33221 3.81995
N 0.20099 -0.00943 2.54054
C 0.38533 -1.28884 2.13744
S 0.43491 -1.33703 0.41726
H 0.53668 -2.71257 5.19734
H 0.18740 -0.32823 5.85401
H -0.01638 1.38696 4.01053
F 3.59704 2.14665 -2.18943
C 2.55763 2.21209 -1.35302
F 2.90424 1.60834 -0.22030
F 2.29294 3.49090 -1.10972
S 1.14568 1.40520 -2.24072
O 1.49654 0.02237 -2.31812
O 1.02695 2.19573 -3.42182
N -0.09357 1.65577 -1.19536
S -1.61165 1.66706 -1.80108
O -1.63423 1.50745 -3.21806
O -2.48264 0.89635 -0.97424
C -2.14511 3.42155 -1.51447
F -1.13882 4.27111 -1.69621
F -3.10317 3.69845 -2.40949
F -2.65643 3.59433 -0.30303
C 2.49591 2.80373 4.66272
S 2.87408 2.23335 2.98480
C 2.42907 3.69476 2.12413
C 1.19519 3.99429 1.66597
S -0.30116 3.09026 1.75711
S 1.04889 5.58175 0.94879
C 2.66852 6.13099 1.19400
S 3.20715 7.62673 0.77028
S 3.66020 4.91529 1.90678
H 2.60684 1.95014 5.33133
H 1.47195 3.17526 4.70649
H 3.18663 3.58878 4.96549

***

[3]
DFT (ωB97M-V with the def2-TZVPD basis set) results for a molecular structure, C12H6N2O6S2W.

Summary:
Charge: 0
Highest occupied orbital energy (alpha / beta) (eV): -9.05 / -9.05
Gap between HOMO and LUMO (alpha / beta) (eV): 6.26 / 6.26
F_max (eV Å⁻¹): 0.56

CARTESIAN COORDINATES (ANGSTROEM)
W -0.22091 -0.14209 -0.88517
O 3.53571 4.44715 -2.71422
C 2.83005 3.54975 -2.37823
C 1.29151 3.62017 -2.17376
O 0.58756 4.57501 -2.34900
C 0.96707 2.26621 -1.74099
C 2.03046 1.41978 -1.66351
O 1.79434 0.20635 -1.25316
C 3.28779 2.09648 -2.06506
O 4.40696 1.67660 -2.07925
O -0.20288 1.70195 -1.37211
S -2.62869 -0.53610 -1.02438
C -1.88302 -2.09868 -0.97468
S -0.24646 -2.27084 -1.71787
C -2.42352 -3.17948 -0.35840
C -3.67889 -3.07901 0.33410
N -4.67057 -2.99488 0.90924
C -1.75168 -4.44938 -0.35824
N -1.21403 -5.46553 -0.35927
C -0.60431 -1.24691 3.17280
O -0.51881 -1.25767 1.73452
C -0.15901 -0.18728 1.05128
C 0.26223 1.05426 1.78063
H 0.36293 -1.02250 3.61740
H -0.90973 -2.25083 3.44407
H -1.35483 -0.53143 3.50258
H -0.51382 1.35091 2.48884
H 0.43736 1.88375 1.10022
H 1.18720 0.86420 2.33163

***

[4]
DFT (ωB97M-V with the def2-TZVPD basis set) results for a molecular structure, C12H6N4O4PdSe at a distorted geometry.

Summary:
Charge: 0
Highest occupied orbital energy (alpha / beta) (eV): -8.56 / -8.59
Gap between HOMO and LUMO (alpha / beta) (eV): 5.99 / 5.94
F_max (eV Å⁻¹): 4.12

CARTESIAN COORDINATES (ANGSTROEM)
Pd 0.08256 -0.56503 0.43080
O 1.57100 3.25213 -0.78274
C 1.21624 2.08611 -0.68553
O 0.09199 1.60713 -0.34130
C 2.22699 0.97580 -1.03376
C 3.42624 1.14922 -1.70297
C 4.13619 0.02387 -2.09984
C 3.61549 -1.24385 -1.86551
C 2.41985 -1.34005 -1.18273
N 1.79873 -0.24771 -0.75074
C 1.60776 -2.60980 -0.96484
O 2.05316 -3.69302 -1.26957
O 0.41409 -2.36692 -0.51563
H 3.76206 2.15525 -1.91175
H 5.07681 0.13430 -2.62366
H 4.10075 -2.14730 -2.20692
Se -1.45689 -2.99688 2.83873
N -0.94627 -2.27534 4.35898
C -0.56774 -1.02954 4.11761
C -0.00062 -0.08750 5.01122
C 0.40968 1.10779 4.48866
C 0.28059 1.39340 3.10583
N -0.28152 0.56320 2.26065
C -0.71561 -0.61317 2.75544
N -1.22425 -1.50022 1.90262
H 0.11264 -0.33250 6.05856
H 0.85894 1.85176 5.13152
H 0.63985 2.32350 2.68198

***

[5]
DFT (ωB97M-V with the def2-TZVPD basis set) results for a gas-phase ion, C12H7ClN7O8S (charge -1) at a distorted geometry.

Summary:
Charge: -1
Highest occupied orbital energy (eV): -4.96
Gap between HOMO and LUMO (eV): 5.32
F_max (eV Å⁻¹): 6.73

CARTESIAN COORDINATES (ANGSTROEM)
O 2.29097 2.17380 6.28036
N 2.54323 1.07817 5.71954
O 3.39077 0.26047 6.15464
C 1.81883 0.75684 4.53591
C 2.04384 -0.43093 3.81739
C 1.41899 -0.64359 2.58839
C 0.50666 0.26843 2.05404
S -0.25036 -0.02668 0.43383
C 0.81470 0.70565 -0.94035
Cl 1.29382 2.32269 -0.41931
O -0.16140 -1.44945 0.14216
O -1.51489 0.68048 0.43470
C 0.24198 1.41528 2.80978
C 0.87015 1.65311 4.02766
H 2.73537 -1.16671 4.20435
H 1.58502 -1.56544 2.04120
H 1.68610 0.03602 -1.18268
H -0.51269 2.12162 2.47579
H 0.63919 2.54513 4.59916
O -4.20419 -1.23928 -4.77058
N -3.12861 -1.76517 -4.42200
O -2.63047 -2.78440 -4.97300
C -2.28595 -1.16608 -3.34863
C -1.00256 -1.73020 -3.16076
C 0.08672 -1.02375 -2.58827
N 1.16654 -1.85802 -2.09807
O 1.05595 -3.10309 -2.10374
O 2.20192 -1.25971 -1.64833
C -0.09441 0.34608 -2.20808
N -1.42496 0.83728 -2.35709
N -1.82383 2.11467 -2.02348
N -3.07459 2.18829 -2.36823
N -3.54359 1.02242 -2.90032
C -2.49196 0.17989 -2.90055
H -0.87458 -2.76429 -3.48550
H 0.62830 1.27048 -2.41992

***

Q: What is the F_max in the first record?
A: 8.92 eV Å⁻¹